DFT (the ωB97M-V functional and the def2-TZVPD basis) results for a single C4H8N2O molecule at a distorted geometry.

Properties
E_HOMO (spin up / spin down): -8.9 / -8.3 eV
HOMO-LUMO gap (spin up / spin down): 8.91 / 8.07 eV

Bonds (Å) are listed after each position.
Cartesian coordinates (Å):
1 O -3.6451 -0.2674 -0.2293  N2 1.221
2 N -2.4462 -0.3199 -0.0045  O1 1.221, N3 1.202, C7 1.526
3 N -1.7808 -1.3135 0.1219  N2 1.202
4 C -0.2806 0.8586 -0.1417  C6 1.434, C7 1.491, H10 1.118, H12 1.091
5 C 1.0954 -1.4217 -0.2507  C6 1.526, H8 1.114, H9 1.153, H11 1.115
6 C 0.2758 -0.3314 0.4334  C4 1.434, C5 1.526, H14 1.153
7 C -1.7259 1.0115 0.1904  N2 1.526, C4 1.491, H13 1.017, H15 1.127
8 H 2.1087 -1.6346 0.1600  C5 1.114
9 H 1.2051 -1.5390 -1.3924  C5 1.153
10 H 0.0563 0.9640 -1.2021  C4 1.118
11 H 0.5364 -2.3221 0.0962  C5 1.115
12 H 0.3147 1.5577 0.4484  C4 1.091
13 H -1.9515 1.2908 1.1420  C7 1.017
14 H 0.1108 -0.5151 1.5601  C6 1.153
15 H -2.2794 1.7061 -0.5029  C7 1.127